{"formula": "C24H24N4O3S2", "method": "wB97M-V/def2-TZVPD", "species": ["C", "C", "C", "C", "C", "C", "C", "N", "N", "C", "C", "C", "C", "C", "C", "O", "N", "C", "C", "N", "S", "O", "O", "C", "C", "C", "C", "C", "C", "C", "C", "S", "C", "H", "H", "H", "H", "H", "H", "H", "H", "H", "H", "H", "H", "H", "H", "H", "H", "H", "H", "H", "H", "H", "H", "H", "H"], "coordinates": [[-1.791, -2.830, -1.318], [-3.082, -2.684, -2.059], [-4.035, -3.694, -1.997], [-5.214, -3.627, -2.716], [-5.460, -2.539, -3.537], [-4.538, -1.515, -3.605], [-3.366, -1.572, -2.857], [-2.477, -0.492, -2.969], [-2.234, 0.054, -4.183], [-1.430, 1.084, -4.028], [-0.956, 1.891, -5.181], [-1.133, 1.256, -2.654], [-0.442, 2.070, -1.728], [-0.645, 1.658, -0.444], [-0.203, 2.203, 0.841], [-0.921, 2.150, 1.826], [1.004, 2.853, 0.878], [2.098, 2.604, -0.041], [3.367, 2.213, 0.743], [3.029, 1.439, 1.918], [2.460, -0.103, 1.518], [1.087, -0.102, 1.096], [3.422, -0.647, 0.605], [2.588, -0.913, 3.104], [1.445, -1.330, 3.759], [1.565, -1.945, 4.995], [2.820, -2.134, 5.552], [3.959, -1.713, 4.882], [3.844, -1.096, 3.647], [2.202, 2.160, 2.872], [1.440, 3.302, 2.184], [-1.711, 0.273, -0.304], [-1.834, 0.219, -2.016], [-1.567, -3.883, -1.162], [-0.969, -2.375, -1.866], [-1.847, -2.347, -0.342], [-3.835, -4.558, -1.381], [-5.933, -4.429, -2.648], [-6.369, -2.487, -4.117], [-4.701, -0.656, -4.238], [-1.255, 2.932, -5.061], [0.131, 1.856, -5.246], [-1.383, 1.496, -6.098], [0.137, 2.935, -1.999], [2.293, 3.502, -0.643], [1.823, 1.781, -0.702], [4.009, 1.586, 0.125], [3.930, 3.093, 1.066], [0.487, -1.167, 3.290], [0.683, -2.277, 5.520], [2.912, -2.614, 6.515], [4.933, -1.867, 5.321], [4.705, -0.761, 3.092], [1.488, 1.452, 3.296], [2.840, 2.544, 3.676], [2.073, 4.183, 2.056], [0.555, 3.567, 2.764]], "forces_ev_per_angstrom": [[0.0, 0.0, 0.0], [0.0, 0.2, -0.1], [-0.1, 0.0, 0.0], [0.0, -0.1, 0.0], [0.0, 0.0, 0.0], [0.0, 0.1, 0.0], [-0.5, -0.5, 0.0], [0.5, 0.4, 0.4], [0.0, 0.1, -0.9], [-0.2, -0.2, 0.3], [-0.1, -0.1, 0.0], [-0.5, -0.8, 0.3], [0.0, 0.0, 0.4], [-0.4, -0.3, -0.4], [0.1, 0.6, 0.1], [-0.1, -0.2, 0.1], [-0.1, 0.0, 0.1], [0.2, 0.1, -0.3], [0.1, 0.1, -0.5], [-0.2, -1.1, -0.2], [0.5, 0.1, 0.4], [-0.1, -0.1, 0.4], [0.3, 0.0, 0.0], [-0.2, 0.3, -0.4], [-0.2, 0.0, -0.1], [0.0, 0.0, 0.0], [-0.1, 0.0, 0.0], [0.0, 0.0, -0.1], [0.2, 0.0, 0.0], [-0.3, 0.3, 0.4], [-0.1, 0.0, 0.2], [0.0, 0.2, -0.3], [0.4, 0.6, 0.0], [0.0, 0.0, 0.0], [0.1, 0.0, 0.0], [0.1, -0.1, 0.1], [0.0, -0.1, 0.1], [-0.1, -0.1, 0.0], [-0.1, 0.0, -0.1], [0.0, 0.1, 0.0], [0.0, 0.1, -0.1], [0.1, 0.0, -0.1], [0.0, 0.0, -0.1], [0.2, 0.2, 0.0], [0.1, -0.1, -0.1], [0.1, 0.2, 0.0], [0.1, 0.3, -0.1], [0.0, -0.1, 0.0], [-0.1, 0.0, 0.0], [-0.1, 0.0, 0.0], [0.0, 0.0, 0.1], [0.1, 0.0, 0.0], [0.2, 0.0, 0.0], [0.0, 0.2, 0.1], [-0.1, 0.0, 0.0], [0.0, 0.0, 0.0], [0.2, 0.0, 0.0]], "lowdin_charge": [-0.0557, -0.2008, -0.0477, -0.0865, -0.0835, -0.0121, -0.1560, -0.0728, 0.1445, -0.2851, -0.0271, -0.1756, -0.0335, -0.4171, -0.5153, 0.0454, -0.0434, -0.1334, -0.1706, -0.2203, 0.7005, -0.2787, -0.2725, -0.2814, -0.0535, -0.0625, -0.0721, -0.0649, -0.0534, -0.1525, -0.1162, 1.1599, -0.4350, 0.0824, 0.0865, 0.0450, 0.1109, 0.1009, 0.1017, 0.1095, 0.0797, 0.0797, 0.0761, 0.1213, 0.1274, 0.1134, 0.1161, 0.1273, 0.1176, 0.1081, 0.1058, 0.1069, 0.1178, 0.1129, 0.1278, 0.1265, 0.1278], "smiles": "Cc1ccccc1-n1nc(C)c2cc(C(=O)N3CCN(S(=O)(=O)c4ccccc4)CC3)sc21", "homo_energy_ev": -7.9853, "gap_ha": 0.3115, "total_charge": 0, "de_lowest_kj_mol": 118.5, "spin_multiplicity": 1}